[1]
Entry from OMol25: a molecular structure, C10H31O7V2 in a non-equilibrium geometry (wB97M-V/def2-TZVPD).

Last column: Mulliken spin population.
Cartesian coordinates (Å):
V (-1.68, 0.81, 1.18)  3.02
V (-2.27, 1.11, -2.08)  3.13
C (0.37, 0.89, -3.96)  0.01
O (-1.02, 0.97, -3.85)  -0.04
H (0.71, 1.06, -4.98)  0.00
H (0.82, 1.65, -3.30)  0.00
H (0.77, -0.08, -3.62)  0.00
C (-4.80, 1.19, 0.33)  0.01
O (-3.49, 0.93, -0.13)  0.00
H (-4.77, 1.23, 1.42)  0.00
H (-5.11, 2.17, -0.04)  0.00
H (-5.55, 0.45, 0.04)  0.00
O (-0.67, 0.50, -0.68)  -0.19
H (0.28, 0.63, -0.69)  0.02
C (2.77, 3.47, -1.12)  0.00
C (1.30, 3.65, -0.89)  -0.04
O (1.11, 4.60, 0.15)  0.00
H (3.31, 3.23, -0.21)  0.00
H (3.18, 4.39, -1.54)  0.00
H (2.91, 2.67, -1.86)  0.00
H (0.86, 2.68, -0.61)  0.05
H (0.78, 3.85, -1.83)  0.00
H (0.35, 4.31, 0.66)  0.00
C (2.26, 0.51, 1.28)  0.00
C (1.43, -0.19, 2.34)  0.00
O (0.16, 0.46, 2.48)  0.00
H (2.28, 1.58, 1.48)  0.00
H (1.87, 0.28, 0.29)  0.01
H (3.33, 0.27, 1.28)  0.00
H (1.95, -0.22, 3.30)  0.00
H (1.21, -1.22, 2.06)  0.00
H (0.21, 1.01, 3.27)  0.00
C (-1.30, -2.69, 3.24)  0.01
C (-2.38, -2.27, 2.27)  0.00
O (-1.83, -1.45, 1.24)  -0.01
H (-1.60, -3.49, 3.92)  0.00
H (-0.77, -1.90, 3.78)  0.00
H (-0.54, -3.19, 2.64)  0.00
H (-3.20, -1.77, 2.79)  -0.01
H (-2.80, -3.15, 1.78)  0.00
H (-1.22, -1.96, 0.67)  0.00
C (1.45, -3.96, -1.49)  0.00
C (1.34, -2.46, -1.46)  0.00
O (0.11, -2.18, -0.82)  0.00
H (0.70, -4.36, -2.18)  0.00
H (1.30, -4.35, -0.48)  0.00
H (2.39, -4.40, -1.84)  0.00
H (1.37, -1.99, -2.45)  0.00
H (2.17, -2.03, -0.89)  0.00
H (-0.07, -1.23, -0.89)  0.02

Multiplicity   7
LUMO level (alpha / beta)   -4.313 / -4.474 eV
Energy   -2813.98855 hartree
Gap between HOMO and LUMO (alpha / beta)   7.005 / 6.980 eV
Relative energy (zero: lowest compared OMol25 entry of this formula, charge and spin)   0.0 kcal per mole
Net charge   +1



[2]
Entry from OMol25: a molecular structure, C10H32AsF6N2O6 in a non-equilibrium geometry (wB97M-V/def2-TZVPD).

Last column: natural (NBO) charge in e.
Cartesian coordinates (Å):
As (0.89, -0.19, -0.86)  2.85
F (-0.43, 0.06, -1.95)  -0.63
F (0.17, 0.89, 0.29)  -0.64
F (2.21, -0.45, 0.24)  -0.64
F (1.65, -1.30, -1.94)  -0.65
F (1.74, 1.13, -1.57)  -0.62
F (-0.02, -1.50, -0.16)  -0.65
C (-0.43, 0.31, -5.19)  -0.25
O (-0.58, 0.10, -6.59)  -0.73
H (-1.00, -0.45, -4.65)  0.19
H (0.60, 0.27, -4.85)  0.17
H (-0.82, 1.30, -4.90)  0.16
H (-0.40, 0.93, -7.02)  0.46
C (2.95, -2.10, -4.72)  -0.24
O (2.59, -3.21, -3.94)  -0.74
H (3.51, -2.46, -5.59)  0.16
H (2.09, -1.56, -5.12)  0.16
H (3.59, -1.39, -4.18)  0.17
H (2.25, -2.88, -3.10)  0.49
C (5.33, 0.30, 1.27)  -0.24
O (5.30, 0.17, -0.14)  -0.73
H (5.09, 1.32, 1.58)  0.16
H (4.62, -0.37, 1.77)  0.17
H (6.34, 0.06, 1.61)  0.16
H (4.38, 0.00, -0.38)  0.49
C (-1.87, -4.48, -0.63)  0.77
O (-2.68, -5.38, -0.83)  -0.69
N (-1.04, -4.48, 0.46)  -0.86
N (-1.73, -3.42, -1.47)  -0.85
H (-1.07, -5.23, 1.11)  0.40
H (-0.42, -3.70, 0.64)  0.40
H (-2.36, -3.39, -2.24)  0.40
H (-1.00, -2.74, -1.34)  0.42
C (-4.56, 0.71, 1.70)  -0.63
C (-3.67, 1.82, 2.22)  0.09
C (-2.97, 2.56, 1.09)  -0.64
O (-4.42, 2.72, 3.04)  -0.72
H (-4.93, 0.09, 2.53)  0.21
H (-4.04, 0.02, 1.04)  0.22
H (-5.48, 1.10, 1.25)  0.19
H (-2.90, 1.37, 2.85)  0.18
H (-2.23, 3.24, 1.53)  0.22
H (-3.64, 3.17, 0.49)  0.19
H (-2.39, 1.87, 0.48)  0.24
H (-4.97, 3.22, 2.43)  0.45
C (-0.03, 2.90, 4.29)  -0.62
C (1.05, 2.02, 3.66)  0.10
C (0.60, 0.58, 3.54)  -0.64
O (1.38, 2.55, 2.39)  -0.75
H (-0.91, 2.89, 3.64)  0.21
H (0.36, 3.91, 4.40)  0.21
H (-0.30, 2.53, 5.28)  0.19
H (1.95, 2.07, 4.27)  0.15
H (1.38, -0.02, 3.05)  0.22
H (-0.34, 0.46, 3.01)  0.21
H (0.50, 0.11, 4.53)  0.20
H (1.11, 1.98, 1.67)  0.50

LUMO level   2.696 eV
Energy   -3796.37558 hartree
Gap between HOMO and LUMO   10.075 eV
Net charge   -1



[3]
Entry from OMol25: 5 unconnected molecules or ions with the total composition C10H32N2O5 in a non-equilibrium geometry (wB97M-V/def2-TZVPD).

Last column: Mulliken spin population.
Cartesian coordinates (Å):
O (-1.08, 0.37, -0.28)  0.39
H (-0.97, -0.41, 0.28)  0.22
H (-1.95, 0.73, -0.08)  -0.07
H (-1.08, 0.08, -1.20)  0.16
C (-4.43, -0.59, 0.25)  0.06
C (-4.09, 0.65, 1.08)  0.06
O (-3.34, 1.69, 0.52)  -0.04
H (-4.71, -0.36, -0.78)  0.01
H (-5.41, -1.05, 0.40)  0.00
H (-3.71, -1.40, 0.26)  0.01
H (-3.73, 0.30, 2.05)  -0.03
H (-5.02, 1.08, 1.45)  0.01
C (-1.28, 0.58, -5.23)  0.01
C (-1.33, 0.09, -3.81)  -0.04
C (-0.02, -0.80, -3.60)  0.10
O (-0.02, -1.12, -2.22)  -0.73
C (0.77, -2.33, -2.10)  1.35
N (-1.48, 1.17, -2.87)  0.05
H (-2.31, 0.78, -5.53)  0.00
H (-0.88, -0.23, -5.85)  0.00
H (-0.68, 1.47, -5.44)  0.00
H (-2.12, -0.65, -3.82)  0.00
H (0.87, -0.18, -3.75)  0.05
H (-0.01, -1.69, -4.23)  -0.02
H (0.73, -2.51, -1.03)  -0.26
H (1.76, -2.26, -2.56)  0.03
H (0.30, -3.19, -2.58)  0.01
H (-2.33, 1.71, -2.94)  -0.01
H (-0.84, 1.93, -3.08)  0.00
C (4.32, 0.07, 4.78)  0.04
C (3.07, 0.75, 4.12)  -0.06
C (3.02, 0.70, 2.58)  0.14
O (1.94, 1.45, 1.92)  0.01
C (2.24, 1.59, 0.52)  0.07
N (2.00, 0.01, 4.66)  0.17
H (4.13, -0.20, 5.82)  -0.01
H (5.24, 0.66, 4.84)  0.00
H (4.62, -0.78, 4.18)  0.00
H (2.96, 1.78, 4.45)  0.00
H (2.84, -0.33, 2.28)  0.04
H (4.04, 0.97, 2.29)  0.00
H (3.03, 2.30, 0.28)  -0.03
H (1.29, 1.93, 0.09)  0.01
H (2.60, 0.72, -0.02)  -0.04
H (1.23, 0.35, 4.11)  0.03
H (1.93, -0.99, 4.51)  -0.16
O (-0.57, -1.38, 1.49)  -1.51
H (-0.35, -2.29, 1.65)  0.75
H (-1.24, -1.18, 2.15)  0.24

Multiplicity   2
LUMO level (alpha / beta)   2.656 / 2.596 eV
Energy   -885.70418 hartree
Gap between HOMO and LUMO (alpha / beta)   2.463 / 6.405 eV
Net charge   -1



[4]
Entry from OMol25: 8 unconnected molecules or ions with the total composition C10H32N4O14S in a non-equilibrium geometry (wB97M-V/def2-TZVPD).

Last column: natural (NBO) charge in e.
Cartesian coordinates (Å):
C (3.94, 1.06, 0.42)  -0.63
C (4.25, -0.32, 1.14)  -0.09
O (3.01, -0.93, 1.31)  -0.71
S (3.06, -2.27, 2.26)  2.31
C (1.33, -2.72, 2.07)  -0.85
O (3.98, -3.23, 1.66)  -0.90
O (3.22, -1.83, 3.66)  -0.93
H (4.82, 1.69, 0.42)  0.23
H (3.16, 1.64, 0.92)  0.21
H (3.47, 0.89, -0.55)  0.22
H (5.01, -0.85, 0.58)  0.20
H (4.69, -0.12, 2.12)  0.19
H (1.15, -2.82, 1.00)  0.26
H (0.78, -1.88, 2.49)  0.25
H (1.24, -3.64, 2.66)  0.26
C (-4.50, -0.61, -0.28)  -0.49
N (-5.70, -1.07, -0.99)  0.52
O (-5.60, -2.15, -1.54)  -0.37
O (-6.72, -0.41, -0.84)  -0.37
H (-4.52, -0.96, 0.75)  0.24
H (-4.47, 0.48, -0.32)  0.23
H (-3.60, -0.98, -0.78)  0.23
C (-2.54, 0.37, 3.01)  -0.49
N (-3.99, 0.48, 3.32)  0.53
O (-4.36, 0.16, 4.42)  -0.36
O (-4.73, 0.97, 2.48)  -0.39
H (-2.21, 1.27, 2.49)  0.24
H (-2.32, -0.51, 2.41)  0.24
H (-2.02, 0.29, 3.97)  0.23
C (-3.23, 1.29, -4.23)  -0.50
N (-2.88, -0.12, -3.84)  0.56
O (-3.28, -0.97, -4.51)  -0.30
O (-2.29, -0.29, -2.78)  -0.47
H (-3.63, 1.85, -3.39)  0.24
H (-3.94, 1.16, -5.04)  0.24
H (-2.35, 1.84, -4.56)  0.23
C (0.79, 3.35, -3.27)  -0.49
N (2.04, 3.14, -2.47)  0.52
O (2.32, 4.10, -1.77)  -0.36
O (2.78, 2.20, -2.74)  -0.38
H (1.09, 2.90, -4.22)  0.23
H (0.59, 4.41, -3.38)  0.24
H (0.05, 2.80, -2.68)  0.23
C (0.23, -0.03, -0.52)  -0.24
O (-1.13, -0.06, -0.17)  -0.76
H (0.34, -0.98, -1.05)  0.17
H (0.46, 0.87, -1.09)  0.15
H (0.75, 0.01, 0.43)  0.19
H (-1.62, -0.16, -0.99)  0.48
C (0.93, 1.62, 3.55)  -0.25
O (2.26, 1.42, 4.11)  -0.72
H (0.45, 2.58, 3.72)  0.19
H (0.92, 1.51, 2.47)  0.16
H (0.21, 0.90, 3.92)  0.15
H (2.53, 0.52, 3.88)  0.48
C (2.94, -2.96, -1.38)  -0.26
O (1.95, -3.69, -2.15)  -0.73
H (3.61, -2.40, -2.03)  0.16
H (2.40, -2.19, -0.83)  0.15
H (3.53, -3.54, -0.68)  0.21
H (1.34, -3.07, -2.56)  0.46

SMILES   CCOS(C)(=O)=O.C[N+](=O)[O-].C[N+](=O)[O-].C[N+](=O)[O-].C[N+](=O)[O-].CO.CO.CO
LUMO level   -0.604 eV
Energy   -2070.28252 hartree
Gap between HOMO and LUMO   9.905 eV
Relative energy (zero: lowest compared OMol25 entry of this formula, charge and spin)   0.0 kcal per mole



Among the records above, which one has the lowest energy? C10H32AsF6N2O6